[1]
The following is a DFT calculation (ωB97M-V/def2-TZVPD) of a structure of composition C37H36EuF6NO10PS2 in a non-equilibrium geometry.

Summary:
**Gap between HOMO and LUMO (spin up / spin down)**: 3.7 / 6.1 eV
**E_HOMO (spin up / spin down)**: 0.465 / -1.902 eV
**Energy relative to the best compared isomer or geometry (same formula, charge and spin)**: 127.1 kJ/mol
**Total charge**: -2
**⟨S²⟩**: 15.759
**Multiplicity**: 8

Last column: Löwdin spin population.
Positions of all 94 atoms, in Å:
Eu: 0.9025 0.3675 0.8711  6.977
O: -1.7210 0.2286 3.8354  0.001
C: -1.2534 -0.3651 2.8733  0.002
O: -1.0843 0.1396 1.7120  -0.009
C: -0.9436 -1.8939 3.0036  0.001
C: -1.0215 -2.5300 1.6128  0.001
C: -0.9837 -4.0686 1.7033  0.000
C: 0.5164 -4.3156 1.9441  0.000
C: 1.0243 -2.8736 2.0522  0.001
O: 0.2488 -2.1999 1.0568  0.000
C: 0.5252 -2.2427 3.3663  0.001
C: 1.4148 -1.0159 3.7213  0.002
O: 1.7737 -0.8824 4.8851  0.003
O: 1.7114 -0.2478 2.7550  -0.010
H: -1.6496 -2.3084 3.7292  0.000
H: -1.8196 -2.1156 1.0038  0.000
H: -1.6080 -4.4521 2.5102  0.000
H: -1.3065 -4.5170 0.7625  0.000
H: 0.7339 -4.8961 2.8391  0.000
H: 0.9802 -4.8068 1.0884  0.000
H: 2.0893 -2.7448 1.8723  0.000
H: 0.5627 -2.9347 4.2108  0.000
C: -1.9997 2.6922 0.5518  0.001
O: -0.5901 2.8504 0.5844  0.000
C: -0.2105 3.9018 1.4536  0.000
C: -0.2264 3.4839 2.9246  0.000
O: 0.6392 2.3881 3.0901  0.000
C: 0.7733 2.0735 4.4662  0.000
H: -2.4750 3.6075 0.1708  0.000
H: -2.4047 2.4454 1.5351  0.000
H: -2.2050 1.8633 -0.1184  0.000
H: -0.8811 4.7660 1.3100  0.000
H: 0.8131 4.1777 1.1794  0.000
H: -1.2417 3.2132 3.2541  0.000
H: 0.1155 4.3381 3.5386  0.000
H: 1.2017 2.9277 5.0079  0.000
H: 1.4305 1.2129 4.5473  0.000
H: -0.1981 1.8226 4.8993  0.000
F: 2.8318 4.0500 -3.2310  0.000
C: 3.8985 3.4712 -2.6418  0.000
F: 4.9278 4.3139 -2.9136  0.000
F: 4.1629 2.3600 -3.3368  0.000
C: 3.7188 3.2688 -1.1710  0.001
C: 4.5738 3.8692 -0.2715  0.004
C: 4.3508 3.6950 1.0888  0.000
C: 3.2637 2.9322 1.4824  0.003
N: 2.4306 2.3430 0.6382  -0.005
C: 2.6600 2.4530 -0.6950  0.004
S: 1.6098 1.5987 -1.7061  -0.002
H: 5.4018 4.4650 -0.6311  0.000
H: 5.0061 4.1378 1.8201  0.000
H: 3.0335 2.7877 2.5303  0.000
C: -5.7499 -0.5207 0.0786  0.001
C: -5.2423 0.5749 -0.5987  0.000
C: -3.9676 0.5369 -1.1335  0.000
C: -3.1614 -0.5901 -0.9838  0.001
C: -3.7133 -1.7095 -0.3624  0.000
C: -4.9912 -1.6750 0.1636  0.000
P: -1.3607 -0.4718 -1.3615  0.007
C: -1.4871 0.4781 -2.9441  0.000
C: -1.8457 -0.0897 -4.1617  0.000
C: -1.9014 0.6899 -5.3047  0.000
C: -1.5740 2.0349 -5.2552  0.000
C: -1.2255 2.6098 -4.0463  0.000
C: -1.2060 1.8411 -2.8967  0.000
C: -1.0313 -2.1511 -2.0237  0.001
C: -1.9937 -2.9775 -2.6010  0.000
C: -1.6504 -4.2497 -3.0238  0.000
C: -0.3484 -4.7051 -2.8886  0.000
C: 0.6196 -3.8776 -2.3428  0.000
C: 0.2786 -2.6081 -1.9115  0.001
H: -6.7311 -0.4818 0.5284  0.000
H: -5.8383 1.4714 -0.6891  0.000
H: -3.5967 1.3860 -1.6908  0.000
H: -3.1516 -2.6306 -0.3098  0.000
H: -5.3849 -2.5502 0.6609  0.000
H: -2.0692 -1.1442 -4.2309  0.000
H: -2.1929 0.2374 -6.2428  0.000
H: -1.5779 2.6276 -6.1589  0.000
H: -0.9547 3.6546 -4.0003  0.000
H: -0.9212 2.2898 -1.9581  0.000
H: -3.0126 -2.6309 -2.7148  0.000
H: -2.4046 -4.8896 -3.4622  0.000
H: -0.0915 -5.7034 -3.2134  0.000
H: 1.6390 -4.2194 -2.2429  0.000
H: 1.0276 -1.9622 -1.4729  0.001
F: 5.9046 -2.0535 -0.5224  0.000
C: 4.6271 -1.8299 -0.8641  0.000
F: 4.0660 -3.0393 -1.0492  0.000
F: 4.6427 -1.2259 -2.0559  0.000
S: 3.6524 -0.9187 0.4871  0.004
O: 4.2502 0.3786 0.5777  0.004
O: 3.8422 -1.8290 1.5735  0.001
O: 2.3242 -0.9105 -0.1170  -0.003

Forces on atoms 1 to 6 (eV/Å):
-2.02 3.41 -1.46
-0.19 0.20 0.86
-0.48 -0.45 -0.61
-2.26 -0.52 1.25
-0.09 0.56 -0.25
-0.65 -0.08 0.13

---

[2]
The following is a DFT calculation (ωB97M-V/def2-TZVPD) of a structure of composition C37H37BCl3ErF2N5O4P2SSe in a non-equilibrium geometry.

Summary:
**Gap between HOMO and LUMO (spin up / spin down)**: 7.3 / 7.3 eV
**E_HOMO (spin up / spin down)**: -10.252 / -10.252 eV
**Total charge**: +1
**⟨S²⟩**: 3.753
**Multiplicity**: 4

Last column: Löwdin spin population.
Positions of all 94 atoms, in Å:
Er: -0.0193 0.4131 0.4318  3.021
N: 2.2417 3.4267 2.3371  0.000
P: 3.2768 2.0133 2.4529  0.000
C: 2.7465 1.2212 3.9980  0.000
C: 2.6571 1.8797 5.2524  0.000
C: 1.9931 1.2935 6.3275  0.000
C: 1.4606 0.0052 6.1668  0.000
C: 1.6157 -0.6986 4.9798  0.000
C: 2.2493 -0.0864 3.9156  0.000
C: 4.8743 2.7787 2.9623  0.000
C: 4.8988 3.8262 3.9074  0.000
C: 6.1159 4.3593 4.2781  0.000
C: 7.3234 3.9105 3.8032  0.000
C: 7.2777 2.9062 2.8359  0.000
C: 6.0831 2.3766 2.4025  0.000
C: 0.8892 3.2453 2.2178  0.000
C: -0.0266 4.3338 2.0784  0.000
C: -1.3959 4.1769 2.4244  0.000
C: -1.7789 2.9145 2.9237  0.000
C: -0.8911 1.8408 2.8520  0.000
N: 0.3613 1.9682 2.3263  -0.003
H: 2.6442 4.3679 2.2004  0.000
H: 3.4239 2.6284 5.4755  0.000
H: 2.0424 1.7785 7.2802  0.000
H: 1.0743 -0.5612 7.0024  0.000
H: 1.3682 -1.7552 4.9524  0.000
H: 2.4252 -0.6134 2.9999  0.000
H: 4.0213 4.2464 4.3957  0.000
H: 6.1579 5.2049 4.9436  0.000
H: 8.2873 4.3918 3.9487  0.000
H: 8.1734 2.5828 2.2821  0.000
H: 6.1034 1.6950 1.5407  0.000
H: 0.3679 5.3147 1.8826  0.000
H: -2.0769 5.0109 2.3891  0.000
H: -2.7595 2.7774 3.3226  0.000
H: -1.1091 0.8003 3.1078  0.000
F: -0.7856 2.2263 -3.2089  0.000
B: -0.2797 1.3609 -2.2483  0.000
F: -1.2497 0.3845 -1.7918  -0.001
C: 2.3197 1.3703 -4.4816  0.000
O: 2.5901 0.7332 -3.1686  0.000
P: 1.2259 0.0059 -2.6317  0.000
O: 1.5649 -0.3934 -0.9912  -0.003
C: 2.4817 -1.5797 -0.6854  0.000
O: -0.0391 2.1365 -1.0116  -0.004
C: 0.9476 3.1982 -1.0244  0.000
H: 3.1705 1.3314 -5.1467  0.000
H: 2.0127 2.4154 -4.2226  0.000
H: 1.5290 0.8468 -5.0849  0.000
H: 1.8933 -2.2986 -0.1125  0.000
H: 3.4094 -1.1943 -0.2002  0.000
H: 2.7823 -2.0311 -1.5996  0.000
H: 0.5674 4.0753 -0.5081  0.000
H: 1.2783 3.4672 -2.0344  0.000
H: 1.8954 2.8970 -0.5746  0.000
Se: -0.8655 -3.2220 3.7046  0.000
C: -0.1508 -2.2184 2.5037  0.000
N: 0.3643 -1.4875 1.7023  -0.004
Cl: 1.9355 -4.7216 -3.3463  0.000
C: 0.3245 -4.5002 -2.8750  0.000
C: -0.3494 -3.3310 -3.2835  0.000
C: -1.6863 -3.1390 -2.9119  0.000
C: -2.3885 -4.1155 -2.1707  0.000
C: -3.8721 -3.8522 -2.0484  0.000
C: -4.3639 -3.0514 -0.7812  0.000
N: -3.6303 -1.8207 -0.3990  0.000
C: -4.1783 -0.5277 -0.3827  0.000
C: -3.3412 0.2738 0.3112  0.000
N: -2.1767 -0.4877 0.6176  -0.004
C: -2.4091 -1.7324 0.2162  0.000
O: -4.2340 -3.3033 -3.3313  0.000
C: -5.2795 -2.3873 -3.4953  0.000
C: -5.1999 -2.0073 -4.9532  0.000
C: -4.6792 -0.8631 -5.5863  0.000
Cl: -3.9446 0.4612 -4.8180  0.000
S: -4.6271 -0.9352 -7.3739  0.000
C: -5.3875 -2.4504 -7.2852  0.000
C: -5.5601 -2.9195 -6.0032  0.000
C: -1.6962 -5.1981 -1.6485  0.000
Cl: -2.3283 -6.3245 -0.4408  0.000
C: -0.4218 -5.5108 -2.1488  0.000
H: 0.2722 -2.6133 -3.8431  0.000
H: -2.1605 -2.1786 -3.0456  0.000
H: -4.3318 -4.8742 -1.9389  0.000
H: -4.3973 -3.7642 0.1049  0.000
H: -5.4230 -2.9223 -0.9187  0.000
H: -5.1472 -0.2682 -0.8373  0.000
H: -3.3698 1.3225 0.5307  0.000
H: -1.7339 -2.5348 0.4570  0.000
H: -5.1988 -1.4482 -2.9830  0.000
H: -6.2749 -2.9245 -3.3556  0.000
H: -5.6097 -2.9690 -8.2087  0.000
H: -5.9202 -3.9288 -5.7443  0.000
H: 0.0301 -6.4501 -1.8599  0.000

Forces on atoms 1 to 6 (eV/Å):
0.01 -0.97 0.86
-0.70 0.08 -0.29
1.21 -0.83 -0.38
-0.91 0.00 1.21
1.05 -0.73 -0.08
0.30 -0.64 -1.06